# C6H6

A single C6H6 molecule (ωB97M-V/def2-TZVPD, OMol25).

```
12
Properties=species:S:1:pos:R:3:forces:R:3
C -0.243 -1.158 0.257 -0.098 0.079 -0.040
C 1.026 -0.529 0.220 0.284 0.051 -0.009
H -0.297 -2.222 0.484 0.097 0.112 -0.101
H -2.304 -1.116 -0.040 0.118 0.083 0.064
H -0.639 1.493 -0.096 -0.116 -0.065 -0.058
C -1.396 -0.512 -0.013 0.058 -0.052 0.075
C 3.565 -0.067 0.145 -0.360 0.029 -0.064
H -2.325 1.326 0.467 0.110 -0.018 -0.104
H 3.903 0.937 -0.137 -0.097 -0.118 0.101
H -1.962 1.151 -1.245 0.052 -0.075 0.124
C -1.575 0.949 -0.239 0.089 0.007 0.006
C 2.246 -0.253 0.196 -0.136 -0.033 0.008
```
Forces are in eV/Å.

Results
HOMO-LUMO gap (alpha / beta) ... 6.651 / 6.647 eV
Relative energy (zero: lowest compared OMol25 entry of this formula, charge and spin) ... 126.7 kcal per mole
E_HOMO (alpha / beta) ... -0.2916 / -0.2912 Ha
E_LUMO (alpha / beta) ... -1.3 / -1.3 eV

Here are the natural (NBO) charges for atoms 1 to 4, given in e: -0.3394 0.0806 0.2201 0.2002

***

# C26H58N2O8

4 unconnected molecules or ions with the total composition C26H58N2O8 in a non-equilibrium geometry (ωB97M-V/def2-TZVPD, OMol25).

```
94
Properties=species:S:1:pos:R:3:forces:R:3
O -3.026 1.292 -1.467 4.786 -5.718 -5.186
C -2.341 0.375 -2.160 -1.102 1.726 2.588
H -5.190 -2.419 -1.111 0.004 2.147 -1.505
H 6.778 4.543 -1.020 -0.047 0.068 0.088
H -7.613 0.234 -0.219 -0.069 -2.122 -1.238
C -9.476 -2.745 2.220 -0.385 -0.185 -0.517
O 8.672 0.635 2.339 0.090 0.060 0.489
N 0.325 -4.015 -3.368 0.503 1.043 0.405
C 4.243 4.157 0.677 0.033 0.150 -0.623
H -4.240 -0.556 -3.696 0.635 -1.714 1.674
O -10.266 -1.737 1.583 0.024 -0.184 0.504
H -6.962 -1.516 0.042 -1.321 1.434 -1.535
H 8.473 -1.393 2.562 -0.046 0.221 0.008
C -6.570 0.793 -2.616 0.198 0.714 -0.284
O 6.254 5.553 0.745 -0.240 -0.238 -0.399
C 3.198 0.877 -2.215 -0.062 0.357 0.570
H -8.991 -2.347 3.118 -0.113 -0.073 0.007
H 7.268 -0.414 3.430 -0.043 -0.070 0.109
H 1.149 1.696 -2.787 0.931 -2.025 -0.717
H -7.294 1.491 -1.974 1.513 -1.771 -1.299
H -10.762 -4.412 1.642 0.037 0.150 0.046
H 7.207 6.275 -0.938 0.042 -0.008 -0.124
C 2.585 -0.966 -0.244 0.753 -0.194 -0.182
H -13.043 -4.450 2.681 -0.098 0.002 -0.091
H -4.121 -2.448 -3.438 0.336 1.960 0.848
C -1.203 -1.867 -2.999 -0.628 0.945 0.889
H 11.103 -0.207 2.499 -0.002 0.094 0.076
H -13.234 -2.986 3.673 0.175 -0.137 -0.046
C 1.841 0.819 -3.134 1.257 1.093 -1.167
C 8.875 1.823 3.109 0.377 -0.013 -0.508
H -1.627 -1.953 -4.110 1.649 0.146 2.127
N 1.176 -0.537 -3.215 -2.579 1.142 0.370
H -8.574 -1.343 -0.919 1.972 1.440 0.367
C -4.010 -1.409 -2.910 -0.708 -0.672 0.713
C 4.874 5.520 0.370 0.142 -0.213 0.611
C 7.122 5.349 -0.364 0.096 0.016 0.160
C -10.685 -0.723 2.490 -0.071 0.042 -0.184
H 3.177 4.199 0.422 0.080 0.026 0.043
H -2.693 -1.842 -1.174 0.628 1.499 -1.612
H 4.754 5.783 -0.687 -0.001 -0.133 0.042
H 4.067 1.338 -2.891 -1.719 -1.301 1.588
H 11.802 -0.795 4.018 -0.023 0.210 0.000
H 3.031 1.675 -1.347 0.414 -1.749 -1.835
C -7.534 -0.818 -0.740 0.840 -1.173 0.512
C -0.533 -3.240 -2.393 -0.247 0.246 0.902
C -5.123 -1.365 -1.666 0.330 0.908 -0.136
H -8.689 -3.029 1.511 -0.052 0.007 0.072
H 4.324 3.915 1.744 0.092 0.079 -0.102
C -6.588 -0.783 -2.118 -1.093 0.546 1.266
C 8.323 -0.482 3.150 -0.077 -0.069 -0.335
H 4.364 6.286 0.967 0.016 -0.082 -0.067
C 3.605 -0.533 -1.485 0.577 0.145 0.906
C -12.596 -3.485 2.936 -0.021 -0.060 0.345
H 3.041 -1.911 0.321 -0.888 2.105 -1.178
H -11.513 -0.174 2.032 0.175 -0.110 -0.039
O 4.823 3.123 -0.124 0.178 0.287 0.460
O -11.317 -3.695 3.524 0.004 0.107 -0.533
C 11.653 0.092 3.396 0.006 -0.051 0.193
H -9.860 -0.030 2.671 0.001 0.074 0.106
H 10.474 3.029 3.896 -0.034 -0.071 -0.076
H 0.438 -3.533 -4.286 -0.102 -0.439 1.251
H -9.654 -4.748 2.985 -0.044 0.070 -0.064
C 5.805 2.376 0.586 -0.078 -0.217 -0.315
H 8.463 2.656 2.527 0.051 -0.042 0.081
H 10.908 2.180 2.402 -0.118 -0.072 0.005
H -1.332 -4.003 -1.957 1.374 1.851 -0.942
H 6.405 1.820 -0.141 -0.179 0.089 0.083
H -12.547 -2.860 2.045 0.087 0.021 -0.053
H 12.630 0.490 3.110 0.061 -0.055 -0.104
H 1.256 -0.980 -4.156 -0.393 0.842 1.159
C 10.366 2.084 3.349 -0.317 -0.157 0.568
C -10.313 -3.987 2.548 0.225 0.321 0.511
H -4.709 -0.614 -0.835 -0.908 -1.478 -1.863
H -5.496 1.281 -2.501 -2.145 -1.127 -0.319
H -0.265 -0.419 -1.499 0.830 -0.527 -2.343
H 1.270 -4.128 -2.927 -1.240 0.228 -0.931
C -0.238 -0.538 -2.682 -0.745 -1.875 0.577
H -6.934 0.922 -3.736 0.924 -0.389 2.274
H 8.325 1.771 4.057 0.147 -0.037 -0.049
H 4.661 -0.351 -0.960 -2.187 -0.380 -1.211
H 5.310 1.662 1.251 0.078 -0.062 0.114
H 3.747 -1.439 -2.212 -0.419 1.840 1.198
C -2.538 -1.285 -2.192 -0.837 0.313 -0.307
H 8.111 5.080 0.018 -0.170 0.102 0.038
H 2.540 -0.061 0.517 -0.169 -1.943 -1.561
H -7.148 -1.428 -2.926 1.443 1.105 1.527
H -11.033 -1.135 3.443 0.070 -0.040 -0.094
O 10.950 1.063 4.164 -0.160 0.002 -0.517
H 0.170 -2.925 -1.489 -1.692 -0.477 -1.699
H 6.471 3.013 1.167 -0.028 0.095 0.016
H 8.935 -0.549 4.049 0.056 0.081 0.035
H 2.180 1.089 -4.245 -0.808 -0.445 2.382
H 1.528 -1.299 -0.625 2.042 0.943 0.748
O -1.173 0.546 -3.086 -1.875 0.806 2.236
```
Forces are in eV/Å.

Results
SMILES ... CCCCN[C@H]1OC(=O)[C@@H](CCC(C)C)[C@@H]1CN.COCCOC.COCCOC.COCCOC
HOMO-LUMO gap ... 9.894 eV
E_HOMO ... -0.3394 Ha
E_LUMO ... 0.7 eV

Here are the Löwdin charges for atoms 1 to 4, given in e: -0.0009 -0.1947 0.1250 0.0837

***

# C2H5NO

A molecular structure, C2H5NO in a non-equilibrium geometry (ωB97M-V/def2-TZVPD, OMol25).

```
9
Properties=species:S:1:pos:R:3:forces:R:3
H -1.542 1.127 0.296 0.064 -0.129 0.031
C 1.652 -0.496 -0.117 0.165 -0.921 0.603
C -1.008 0.172 0.293 -0.136 0.008 0.121
O 1.621 -1.374 0.674 -0.036 0.613 -0.521
H 0.066 0.296 -1.521 0.084 0.030 0.108
H -0.719 -0.081 1.319 -0.043 0.034 -0.145
H -1.685 -0.610 -0.067 0.128 0.092 0.056
N 0.200 0.244 -0.512 -0.094 0.018 -0.161
H 1.414 0.721 -0.365 -0.132 0.256 -0.092
```
Forces are in eV/Å.

Results
HOMO-LUMO gap ... 9.878 eV
Relative energy (zero: lowest compared OMol25 entry of this formula, charge and spin) ... 97.0 kcal per mole
E_HOMO ... -0.3265 Ha
E_LUMO ... 1.0 eV

Here are the natural (NBO) charges for atoms 1 to 4, given in e: 0.1997 0.3666 -0.4351 -0.5313